The following is a quantum chemistry calculation of a molecular structure, C26H62BaN4O14Sr, from the OMol25 dataset.

expectation value of S²	0.750
E_HOMO (spin up / spin down)	-6.32 / -10.27	eV
Kohn-Sham gap (spin up / spin down)	4.1 / 8.0	eV
LUMO level (spin up / spin down)	-2.21 / -2.27	eV
net charge	+1
electronic energy	-64113.196	eV
2S+1	2

Each line ends with the Löwdin charge.
Positions of all 108 atoms, in Å:
Ba -2.280389 -0.905939 2.312379  1.675
Sr 2.046111 -0.697779 2.767069  1.241
O 3.360291 -0.590329 0.485619  -0.317
O -4.733999 1.024031 1.982289  -0.305
O 0.668341 -4.913579 1.165779  0.115
O -6.212419 -0.566369 -1.166241  -0.176
O 6.531331 -3.362889 4.416579  -0.215
O -1.229499 -0.137379 -0.286161  -0.090
O 1.017971 -2.931909 1.975399  -0.166
O 0.378031 -0.180399 1.023449  -0.303
O 5.267361 2.600761 -4.505611  -0.204
O -1.064599 -3.533919 1.631809  -0.118
O 0.765031 4.370461 1.817529  -0.193
O -0.600359 2.972471 -5.305771  -0.168
O -6.839609 -4.233789 2.024239  -0.170
O 0.716421 0.002701 -1.258501  0.130
N 4.235661 -2.366039 2.627779  -0.116
N -4.520729 -2.027249 0.931609  -0.186
N -2.190429 2.017351 1.609929  -0.132
N 2.696211 3.077101 -5.597061  -0.062
C -0.025679 -0.156309 -0.165201  -0.835
C 4.222501 -1.707209 0.212179  -0.205
C -4.584299 2.288901 1.276789  -0.151
C -5.522339 -3.980109 2.315339  -0.239
C -5.253509 1.078121 3.323809  -0.093
C 4.191361 -2.789179 1.224999  -0.216
C -7.613429 -4.915859 3.038069  -0.084
C 3.918251 2.969091 -6.447901  -0.187
C -4.720549 -3.485969 1.019859  -0.158
C -5.311169 -1.602699 -1.484551  -0.207
C 6.649551 2.617281 -4.153011  -0.109
C 3.530101 0.542541 -0.451551  -0.044
C -1.642369 3.496091 -4.528811  -0.126
C 1.383261 5.559141 1.371509  -0.102
C 5.464941 -1.679939 3.077189  -0.214
C 4.997421 2.100611 -5.818711  -0.214
C -0.907479 2.638911 1.989229  -0.206
C -0.393809 3.867651 1.157559  -0.181
C 0.165191 -3.738149 1.613819  -0.835
C -7.427179 -1.108499 -0.566521  -0.067
C -4.135099 -1.606729 -0.481981  -0.177
C 0.451871 2.280611 -4.608821  -0.195
C 1.713901 1.946581 -5.556871  -0.155
C -3.265149 2.990091 1.698099  -0.199
C 7.678281 -3.842619 5.041949  -0.127
C 6.689881 -2.508429 3.219589  -0.168
H 5.254311 -1.387519 0.358019  0.120
H 3.127091 3.174421 -4.688771  0.076
H -3.382979 3.439731 2.684019  0.127
H -3.094299 3.802571 0.991859  0.117
H -5.087629 -4.862709 2.784549  0.119
H 0.898071 2.724821 -3.719051  0.106
H -1.191009 3.945301 -3.644181  0.074
H -3.574139 -0.687859 -0.311371  0.062
H -0.176479 1.879381 2.266479  0.067
H 1.214471 1.716581 -6.498021  0.115
H 6.787191 3.400861 -3.407921  0.087
H 5.314511 -1.132019 4.007379  0.120
H 8.044761 -4.686189 4.456979  0.085
H 2.238631 1.074431 -5.166861  0.097
H -3.835639 -4.120339 1.070959  0.116
H -4.874529 -1.486319 -2.476461  0.128
H 0.191181 0.443861 -1.930141  0.113
H 4.333691 3.954721 -6.657771  0.113
H -1.080079 3.146461 2.938279  0.115
H -4.505439 2.166681 0.196539  0.125
H 0.149381 1.287061 -4.277961  0.097
H 7.392911 2.755141 -4.938191  0.083
H 1.605901 -4.707559 1.176899  0.087
H 4.431511 1.152681 -0.394131  0.093
H 4.639721 1.091401 -5.614631  0.112
H 2.796841 1.345541 -0.376501  0.082
H -8.028389 -1.406319 -1.425561  0.097
H 5.794051 -0.849809 2.452139  0.120
H -2.193909 4.278371 -5.050291  0.091
H -5.205709 0.113371 3.828849  0.080
H 0.769121 6.425801 1.616099  0.084
H -4.878759 1.854851 3.990419  0.090
H -1.165509 4.617911 1.329879  0.115
H -7.619109 -4.579219 4.074759  0.086
H 3.876951 -3.036359 3.292689  0.119
H 7.014041 1.667461 -3.761771  0.078
H -7.928859 -0.387939 0.079399  0.091
H 5.892471 1.978691 -6.428721  0.118
H 7.353881 -4.225579 6.009529  0.093
H -5.451749 -1.640529 0.992889  0.074
H -5.492429 2.876381 1.411919  0.127
H -3.392509 -2.322449 -0.834701  0.124
H 4.935511 -3.563249 1.037499  0.134
H -8.685609 -4.784119 2.892589  0.082
H -2.390689 2.828411 -4.101821  0.077
H -7.555009 -6.004249 3.048259  0.089
H -6.292429 1.388571 3.212599  0.092
H -7.316869 -1.968549 0.093969  0.071
H -5.820179 -2.566549 -1.482761  0.113
H -0.286329 3.453401 0.155079  0.124
H -5.436179 -3.707419 0.228069  0.107
H 7.083361 -3.087009 2.383809  0.132
H 3.241431 -3.292659 1.045459  0.092
H 2.322991 5.745281 1.891469  0.089
H 1.552551 5.604171 0.295679  0.086
H 8.476301 -3.108189 5.150949  0.087
H -2.023839 1.806321 0.636379  0.081
H 3.363481 0.030581 -1.399301  0.090
H 3.565811 2.691591 -7.441321  0.116
H 4.038761 -2.120729 -0.779461  0.144
H 7.342171 -1.737999 3.630729  0.122
H -5.341939 -3.274669 3.126449  0.105

Force components x, y, z for each atom (eV/Å):
0.68 -0.06 -1.18
-0.58 -0.64 -0.84
0.17 0.94 0.50
0.81 -0.18 -0.10
-0.66 -0.17 -0.26
-0.81 -0.47 1.08
-1.55 0.98 -1.42
-4.21 -0.25 -1.73
2.28 2.26 1.18
3.03 -0.39 0.75
1.28 0.57 -0.46
-0.49 -0.11 -0.05
0.46 -1.25 -0.19
1.08 -0.78 0.05
-2.10 -0.15 0.64
1.91 -0.08 0.35
-0.22 1.93 -0.27
0.43 -0.26 -0.50
1.43 0.54 0.15
0.11 0.11 -0.45
-0.84 0.95 1.57
1.64 1.42 0.20
0.51 -0.01 0.89
1.92 0.33 0.08
-1.09 1.19 -0.85
-1.91 -1.68 1.03
-1.17 -0.07 -0.07
-1.17 -0.11 -0.35
-2.11 -0.95 1.51
1.13 0.44 0.74
0.13 -0.16 0.42
-0.43 -1.06 -0.43
0.39 0.69 1.28
-0.67 0.68 -0.26
-0.59 -0.40 -0.53
-0.59 -0.84 0.39
0.14 1.41 2.04
-0.16 -0.94 1.40
-1.76 -0.27 -0.20
0.17 0.37 -0.78
0.15 -1.21 0.96
1.44 -0.83 -1.16
-0.55 1.50 0.84
-1.61 -0.18 -0.58
0.14 -0.75 -0.40
0.83 -0.60 3.51
0.29 0.75 -1.11
-0.60 0.09 0.56
0.44 -0.26 0.20
-0.22 0.26 0.02
0.46 -0.52 -0.60
-0.54 1.00 0.14
0.00 0.46 0.21
-0.50 0.47 -0.91
0.28 0.04 -0.77
0.68 0.16 -0.40
0.00 -0.12 0.00
-0.34 -0.52 0.38
0.47 -0.17 0.08
-0.45 -0.50 0.07
0.39 0.64 -0.83
-0.20 0.34 -0.15
-0.47 -0.27 -0.15
-0.07 0.29 0.56
-0.15 -0.30 0.48
-0.17 -1.01 0.06
-0.67 -0.23 -0.04
-0.55 0.65 -0.70
0.35 -0.52 -0.04
0.79 -1.01 0.24
-0.28 -0.31 -0.51
-0.77 -0.80 0.66
-0.54 -0.03 0.35
-0.61 -0.05 -0.84
0.33 -0.14 -0.38
0.14 -0.11 -0.39
-0.33 0.14 0.01
0.90 0.01 -0.20
-0.19 0.17 -1.04
1.35 0.50 0.08
0.44 -0.38 -0.14
-0.50 -0.34 0.53
0.13 0.49 -0.54
0.12 0.42 -0.03
0.19 0.15 0.04
-0.18 0.39 0.67
0.11 0.29 0.33
0.13 -0.12 -0.03
0.41 0.26 -0.50
0.00 0.43 -1.08
0.06 -0.86 -0.46
0.93 -0.06 -0.27
-0.40 -0.42 0.24
0.63 -0.32 -0.17
0.07 -0.14 0.03
0.44 0.93 -0.59
0.50 -0.92 -0.34
-0.11 0.25 -0.16
-0.17 -0.21 0.61
-0.01 -0.62 0.05
0.09 -0.33 -0.14
-0.02 0.24 0.08
-0.55 -0.56 -0.55
0.43 0.73 -0.39
0.35 -0.75 -0.06
0.11 0.13 -0.06
1.14 -0.07 -0.84
-0.52 0.87 0.21